{
  "formula": "C18H23FNO2",
  "method": "ωB97M-V with the def2-TZVPD basis set",
  "lumo_ev": -2.2,
  "charge": 1,
  "homo_energy_ev": -11.54,
  "smiles": "C[N@@H+](CCOCCOc1ccc(F)cc1)Cc1ccccc1",
  "elements": ["F", "O", "O", "N", "C", "C", "C", "C", "C", "C", "C", "C", "C", "C", "C", "C", "C", "C", "C", "C", "C", "C", "H", "H", "H", "H", "H", "H", "H", "H", "H", "H", "H", "H", "H", "H", "H", "H", "H", "H", "H", "H", "H", "H", "H"],
  "positions_angstrom": [[-5.4631, -3.1686, -0.8174], [-1.9786, 0.7196, 0.8352], [-0.8090, 2.2320, -1.0969], [0.7782, 0.4302, 0.2227], [5.3068, -1.7891, -0.2571], [-4.9961, -0.8762, -0.5988], [-2.5788, -1.5319, 0.5828], [-4.6335, -2.1970, -0.4154], [-2.9227, -0.1950, 0.3955], [1.1060, -0.9226, -0.3265], [-3.4298, -2.5394, 0.1781], [4.5084, -2.1293, 0.8219], [2.5814, -1.2249, -0.3072], [-2.2870, 2.1030, 0.8352], [1.1203, 0.5369, 1.6482], [-4.1357, 0.1304, -0.1927], [3.3878, -0.9046, -1.3942], [4.7429, -1.1834, -1.3676], [0.4092, 2.7257, -0.5702], [3.1530, -1.8513, 0.7964], [-2.0061, 2.7349, -0.5424], [1.3689, 1.5349, -0.5699], [-1.6317, 2.5337, 1.5989], [-0.2627, 0.5482, 0.1488], [1.4745, 1.2031, -1.6029], [2.1812, 0.3348, 1.7891], [0.2752, 3.1364, 0.4357], [-4.4367, 1.1544, -0.3409], [-1.9897, 3.8261, -0.4559], [2.9569, -0.4578, -2.2781], [0.7203, -0.9654, -1.3472], [2.3501, 1.8003, -0.1772], [4.9380, -2.6194, 1.6814], [-3.1766, -3.5771, 0.3220], [0.5364, -0.1782, 2.2240], [2.5350, -2.1452, 1.6327], [-5.9430, -0.6388, -1.0557], [-3.3201, 2.2874, 1.1364], [0.8062, 3.5195, -1.2143], [6.3623, -2.0093, -0.2390], [0.5696, -1.6586, 0.2755], [0.8975, 1.5356, 2.0157], [-1.6487, -1.7744, 1.0727], [5.3565, -0.9351, -2.2192], [-2.7732, 2.4456, -1.2625]],
  "atomic_forces_ev_per_a": [[0.00, 0.00, 0.01], [-0.10, -0.16, 0.07], [0.34, -0.09, -0.08], [-0.57, 0.03, -0.10], [-0.02, 0.01, -0.01], [-0.01, -0.37, 0.01], [-0.05, 0.30, -0.03], [0.08, 0.20, 0.03], [-0.01, -0.31, -0.03], [0.33, -0.60, -0.24], [-0.20, 0.02, -0.13], [0.01, -0.01, 0.06], [-0.07, 0.01, 0.02], [0.16, 0.41, -0.30], [0.16, 0.06, 0.69], [0.26, 0.19, 0.13], [-0.05, -0.03, 0.04], [0.05, 0.03, -0.03], [0.04, -0.14, -0.02], [0.00, -0.01, -0.09], [-0.31, -0.23, 0.25], [-0.07, 0.78, -0.42], [-0.11, -0.01, -0.06], [0.35, -0.12, 0.03], [0.02, -0.07, 0.12], [-0.08, 0.04, -0.10], [0.01, 0.00, 0.00], [-0.01, 0.11, -0.02], [-0.03, -0.03, -0.01], [-0.06, 0.04, -0.11], [-0.08, 0.12, 0.12], [-0.03, -0.11, 0.00], [0.05, -0.05, 0.08], [0.00, -0.12, 0.01], [-0.04, -0.03, -0.10], [-0.09, -0.03, 0.10], [-0.10, 0.00, -0.05], [0.04, -0.01, 0.04], [0.03, -0.10, 0.14], [0.11, -0.03, 0.00], [-0.06, 0.16, -0.02], [-0.06, 0.04, -0.11], [0.11, -0.02, 0.09], [0.07, 0.02, -0.09], [0.00, 0.12, 0.10]]
}